Density functional theory data (ωB97M-V/def2-TZVPD) for a 23-piece molecular cluster, C92H115N23 overall in a non-equilibrium geometry.

Values from the calculation:
gap between HOMO and LUMO: 8.1794 eV
energy: -131534.5080 eV
energy above the lowest of the compared OMol25 structures with the same formula, charge and spin: 0.000 eV
total charge: 0
LUMO level: 0.41 eV
HOMO energy: -7.766 eV

Each line ends with the Löwdin charge.
Positions of all 230 atoms, in Å:
N -19.6328 -3.5102 -22.7499  0.0606
C -18.7093 -3.5296 -23.7940  -0.1316
C -19.4426 -3.4159 -24.9446  -0.1463
C -20.7654 -3.1352 -24.6218  -0.1259
C -20.8728 -3.2404 -23.2569  -0.1442
H -19.3905 -3.6283 -21.7765  0.1009
H -17.6478 -3.5964 -23.6064  0.0954
H -19.0006 -3.4792 -25.9280  0.0862
H -21.6015 -2.8574 -25.2465  0.0758
H -21.6975 -3.1618 -22.5641  0.1118
N -13.9939 -4.7936 -30.0953  0.0141
C -15.2870 -5.0416 -29.6203  -0.0978
C -16.0291 -5.2465 -30.7493  -0.1245
C -15.1918 -5.3354 -31.8527  -0.1329
C -13.9655 -4.9650 -31.4460  -0.1599
H -13.2244 -4.4823 -29.5198  0.1350
H -15.5421 -4.8393 -28.5906  0.0771
H -17.0921 -5.4026 -30.8597  0.0774
H -15.5055 -5.4167 -32.8829  0.0970
H -13.0631 -4.7502 -31.9990  0.1080
N -21.4304 0.2032 -22.8598  0.0328
C -20.1186 0.0191 -22.5330  -0.1181
C -19.7122 1.2123 -21.8592  -0.1285
C -20.8238 2.0473 -21.7390  -0.1230
C -21.8929 1.4042 -22.3446  -0.1334
H -22.0677 -0.4321 -23.3184  0.0943
H -19.5183 -0.8159 -22.8629  0.0786
H -18.7195 1.4572 -21.5114  0.0827
H -20.7819 2.9940 -21.2209  0.0909
H -22.9335 1.6924 -22.3254  0.0961
N -26.0468 -0.6946 -19.4455  0.0036
C -25.0826 -0.2489 -20.2543  -0.1759
C -24.2251 -1.2336 -20.5467  -0.1356
C -24.5645 -2.2807 -19.7068  -0.1047
C -25.7895 -1.9545 -19.0767  -0.1252
H -26.8674 -0.2102 -19.1108  0.1621
H -25.2263 0.7617 -20.6069  0.1182
H -23.3272 -1.1989 -21.1458  0.0882
H -24.1111 -3.2602 -19.7445  0.0970
H -26.3845 -2.4693 -18.3368  0.1133
N -16.1603 0.0350 -27.8966  0.0280
C -15.7676 -1.2665 -27.9595  -0.1471
C -14.4486 -1.3162 -28.2836  -0.1150
C -14.0847 -0.0060 -28.4900  -0.1390
C -15.1302 0.8088 -28.2699  -0.1470
H -17.0709 0.3150 -27.5610  0.1039
H -16.4913 -2.0493 -27.7869  0.1042
H -13.8606 -2.2221 -28.2888  0.0792
H -13.1086 0.4215 -28.6655  0.0974
H -15.2307 1.8835 -28.2343  0.1151
N -15.6973 -5.4121 -19.9585  0.0431
C -15.6892 -5.0916 -21.2703  -0.1087
C -16.4829 -6.0410 -21.9571  -0.1334
C -16.9968 -6.8495 -20.9683  -0.1515
C -16.4648 -6.4849 -19.7739  -0.1532
H -15.1591 -4.9745 -19.2244  0.0980
H -15.1617 -4.2557 -21.7056  0.0855
H -16.6258 -6.2063 -23.0147  0.0732
H -17.5753 -7.7488 -21.1199  0.0986
H -16.4751 -6.8260 -18.7492  0.1238
N -20.9030 -9.2115 -24.5077  0.0333
C -21.4269 -7.9314 -24.7211  -0.1320
C -20.4501 -7.0028 -24.4759  -0.1154
C -19.3242 -7.7352 -24.0785  -0.1295
C -19.5921 -9.0461 -24.0877  -0.1368
H -21.2955 -10.1156 -24.7281  0.1514
H -22.4475 -7.8300 -25.0593  0.1072
H -20.6241 -5.9371 -24.4987  0.0950
H -18.3612 -7.3345 -23.7985  0.0782
H -19.0164 -9.9419 -23.9077  0.1163
N -26.0070 -0.0019 -29.2611  0.0397
C -25.8862 0.1257 -27.9032  -0.1509
C -27.1074 0.3256 -27.2915  -0.1004
C -28.0696 0.2385 -28.3391  -0.1269
C -27.3778 0.0473 -29.5322  -0.1326
H -25.2367 -0.1391 -29.8996  0.1063
H -24.9081 0.0667 -27.4490  0.0924
H -27.1989 0.3220 -26.2154  0.0780
H -29.1302 0.3517 -28.1697  0.0930
H -27.7016 -0.0947 -30.5527  0.1054
N -19.2733 -1.5328 -19.7280  0.0389
C -18.3010 -2.5112 -19.8025  -0.1412
C -18.8943 -3.6878 -19.3819  -0.1307
C -20.2877 -3.4781 -19.2618  -0.0920
C -20.4252 -2.1050 -19.2995  -0.1480
H -19.1371 -0.5369 -19.8274  0.1346
H -17.2806 -2.2548 -20.0461  0.0888
H -18.3922 -4.6440 -19.3785  0.0831
H -20.9725 -4.2622 -18.9743  0.0912
H -21.2974 -1.4694 -19.2558  0.1102
N -14.5775 -8.1360 -23.0476  0.0444
C -15.2812 -9.1680 -23.6951  -0.1154
C -14.4637 -9.7490 -24.6395  -0.1353
C -13.1995 -9.2145 -24.4276  -0.1407
C -13.2652 -8.1503 -23.5094  -0.1143
H -14.9000 -7.5501 -22.2907  0.0994
H -16.3216 -9.3580 -23.4760  0.0945
H -14.7066 -10.5023 -25.3743  0.1016
H -12.3747 -9.5247 -25.0521  0.0946
H -12.4722 -7.5390 -23.1046  0.0975
N -27.3013 -6.4720 -23.6452  0.0082
C -26.1641 -6.4454 -24.4415  -0.1129
C -25.1272 -6.5292 -23.5460  -0.1306
C -25.6229 -6.5528 -22.2401  -0.1224
C -26.9712 -6.4129 -22.3338  -0.1622
H -28.2345 -6.4119 -24.0267  0.1489
H -26.2755 -6.6133 -25.5025  0.0971
H -24.0641 -6.6441 -23.6980  0.0746
H -25.0128 -6.5395 -21.3491  0.0936
H -27.7285 -6.3154 -21.5700  0.1139
N -26.8772 -2.1622 -22.2508  0.0493
C -27.7380 -1.1447 -22.6473  -0.1641
C -28.4240 -1.5410 -23.7754  -0.1159
C -27.9911 -2.8355 -24.0946  -0.0962
C -27.0012 -3.1088 -23.2339  -0.1560
H -26.2963 -2.2159 -21.4263  0.0927
H -27.7060 -0.2360 -22.0646  0.1005
H -29.2041 -0.9103 -24.1755  0.0995
H -28.4491 -3.3901 -24.9002  0.0983
H -26.3146 -3.9294 -23.0868  0.0977
N -25.1562 -0.5730 -24.3730  0.0476
C -24.1277 -1.3060 -24.8656  -0.1364
C -23.1712 -0.4332 -25.3616  -0.1503
C -23.6561 0.8826 -25.1086  -0.1371
C -24.8766 0.7877 -24.4718  -0.1175
H -26.0053 -0.9295 -23.9583  0.0778
H -24.1501 -2.3733 -25.0296  0.1120
H -22.2138 -0.7222 -25.7695  0.0708
H -23.1645 1.8145 -25.3457  0.0975
H -25.6228 1.5075 -24.1690  0.1128
N -15.4682 -0.4936 -24.3781  0.0372
C -16.6648 -0.9904 -23.9162  -0.1114
C -16.6446 -0.8226 -22.5290  -0.1252
C -15.5450 -0.0372 -22.1978  -0.1320
C -14.8855 0.2171 -23.3608  -0.1499
H -15.0765 -0.6647 -25.2932  0.1302
H -17.3215 -1.5333 -24.5798  0.0827
H -17.3566 -1.1598 -21.7902  0.0563
H -15.2669 0.3154 -21.2156  0.0979
H -13.9517 0.7353 -23.5217  0.1093
N -27.4555 -2.8527 -28.0793  0.0716
C -26.9787 -4.0770 -27.6316  -0.1540
C -27.9294 -5.0312 -27.7613  -0.1491
C -28.9622 -4.4294 -28.3939  -0.1561
C -28.7404 -3.1081 -28.4511  -0.1512
H -27.0247 -1.9646 -28.2933  0.0874
H -25.9666 -4.1085 -27.2559  0.1006
H -27.8239 -6.0794 -27.5235  0.0935
H -29.8422 -4.9718 -28.7062  0.0992
H -29.3531 -2.3176 -28.8586  0.1044
N -21.3778 -8.0599 -21.4893  0.0540
C -20.9764 -7.1744 -20.5266  -0.1577
C -21.6410 -7.3390 -19.2889  -0.0927
C -22.6692 -8.3254 -19.5712  -0.1169
C -22.5178 -8.6604 -20.8875  -0.1474
H -21.0024 -8.1847 -22.4186  0.0717
H -20.1491 -6.5258 -20.7745  0.0861
H -21.3457 -6.9100 -18.3428  0.0801
H -23.4590 -8.5280 -18.8630  0.0883
H -23.0315 -9.3107 -21.5800  0.0976
N -18.8934 -2.4774 -16.2033  0.0433
C -18.0786 -3.3752 -15.5713  -0.1714
C -18.2981 -3.3711 -14.2256  -0.1256
C -19.2952 -2.4184 -13.9804  -0.1254
C -19.7692 -2.0080 -15.1993  -0.1198
H -19.0744 -2.4096 -17.1946  0.0880
H -17.5258 -4.1112 -16.1361  0.1015
H -17.7656 -4.0276 -13.5534  0.0927
H -19.7439 -2.1924 -13.0244  0.0910
H -20.5756 -1.3485 -15.4843  0.0988
N -13.2212 -3.3688 -19.3898  0.0229
C -12.9604 -4.0639 -18.1999  -0.0699
C -14.1238 -3.7897 -17.4540  -0.1284
C -14.9502 -2.8526 -18.1013  -0.1271
C -14.3848 -2.6623 -19.2969  -0.1826
H -12.6934 -3.5441 -20.2329  0.1105
H -12.0897 -4.7011 -18.1528  0.1054
H -14.3396 -4.2777 -16.5150  0.0892
H -15.8309 -2.3248 -17.7661  0.0979
H -14.6616 -2.0077 -20.1100  0.1022
N -20.2667 -6.3096 -27.5765  0.0082
C -19.2395 -5.8597 -28.3420  -0.1162
C -19.8475 -5.3549 -29.4986  -0.1373
C -21.2378 -5.4384 -29.4186  -0.0992
C -21.4649 -6.0651 -28.1797  -0.1304
H -20.2326 -6.7873 -26.6872  0.0942
H -18.2263 -5.8608 -27.9682  0.0918
H -19.3335 -4.9104 -30.3380  0.0786
H -21.9118 -4.9658 -30.1178  0.0856
H -22.3281 -6.4571 -27.6624  0.0975
N -22.4754 -1.3802 -29.5434  0.0385
C -23.0639 -1.1909 -30.7717  -0.1405
C -24.1637 -2.0512 -30.8934  -0.1242
C -24.0635 -2.9029 -29.7868  -0.1311
C -23.0425 -2.4595 -28.9551  -0.1393
H -21.6780 -0.8530 -29.2173  0.1182
H -22.7682 -0.4450 -31.4946  0.1030
H -24.8910 -2.1708 -31.6828  0.0989
H -24.7496 -3.7070 -29.5655  0.0867
H -22.6508 -2.8912 -28.0459  0.1052
N -14.6537 -6.6166 -25.9050  0.0457
C -15.9310 -6.0665 -25.8972  -0.1161
C -15.7782 -4.6685 -25.9740  -0.1311
C -14.4167 -4.3632 -26.1873  -0.1353
C -13.7048 -5.5576 -26.0601  -0.1035
H -14.4151 -7.5688 -25.6671  0.0825
H -16.7574 -6.7576 -25.8204  0.0963
H -16.5817 -3.9486 -25.9251  0.0660
H -14.0457 -3.3741 -26.4117  0.0744
H -12.6329 -5.6880 -26.0806  0.1025
N -19.2171 0.7142 -27.7045  -0.0230
C -18.8842 0.7763 -29.0393  -0.1326
C -18.8805 -0.5274 -29.5762  -0.0815
C -19.2508 -1.3042 -28.4941  -0.1536
C -19.4259 -0.5656 -27.3083  -0.1212
H -19.4438 1.5352 -27.1617  0.1563
H -18.7282 1.7626 -29.4507  0.1097
H -18.7539 -0.8213 -30.6077  0.1078
H -19.3151 -2.3818 -28.5242  0.0898
H -19.6206 -0.7147 -26.2566  0.1020
N -10.8559 -3.1805 -22.4183  -0.0067
C -11.8683 -2.3016 -22.5172  -0.1477
C -13.0159 -2.9857 -22.9502  -0.1027
C -12.6632 -4.3530 -22.9852  -0.1269
C -11.3188 -4.4710 -22.5959  -0.1166
H -9.9601 -2.9014 -22.0444  0.1510
H -11.6867 -1.2418 -22.4163  0.1093
H -14.0251 -2.6573 -23.1508  0.0801
H -13.2962 -5.1695 -23.3000  0.0710
H -10.6594 -5.3249 -22.5476  0.0994

Forces on the atoms, in the same order (eV/Å):
0.8 0.4 -0.8
-1.0 -0.7 1.1
1.7 0.5 -1.0
-1.5 -0.1 0.6
0.2 -0.1 0.7
-0.1 0.1 0.1
-0.2 -0.3 0.0
-0.1 0.2 -0.1
0.2 -0.3 -0.2
-0.1 0.1 -0.2
-0.5 -0.2 0.9
0.9 1.2 -0.7
-1.6 -1.2 0.7
-0.3 0.8 -1.6
1.7 0.3 0.3
-0.2 -0.2 -0.2
0.0 -0.2 -0.1
0.0 -0.1 0.5
0.0 -0.2 0.1
0.0 -0.2 0.0
-0.6 0.7 1.0
0.6 2.2 0.5
0.2 -2.0 -0.8
-0.6 -0.3 -0.1
0.7 0.1 0.4
0.3 -0.2 -0.1
-0.3 0.0 0.0
0.1 -0.2 -0.1
-0.4 0.0 -0.1
0.1 -0.2 -0.4
-1.4 0.1 1.2
-1.2 3.2 -1.4
2.0 -0.1 0.1
-2.0 -2.0 0.6
2.0 -1.5 0.0
0.4 0.3 -0.2
0.5 0.0 -0.3
-0.2 0.2 -0.1
0.0 0.0 0.4
0.1 -0.1 -0.2
-1.0 -0.9 0.2
-1.2 -0.8 0.8
-0.2 -1.5 0.2
2.8 1.7 -0.5
-0.8 1.5 0.6
0.2 0.1 -0.3
0.1 0.0 0.1
0.0 0.2 -0.4
0.1 -0.4 -0.3
0.2 -0.1 -0.2
0.7 1.0 -0.6
-0.3 -0.3 -2.0
0.9 1.9 0.3
-0.8 -2.4 0.4
-0.1 -0.4 1.9
-0.1 0.2 -0.1
0.1 0.0 0.4
0.0 0.6 0.0
-0.2 0.1 0.0
-0.6 -0.6 -0.2
0.5 1.2 0.2
-0.4 -1.3 -0.6
-1.3 -0.1 0.1
2.1 1.2 0.6
-1.1 -2.0 -0.7
-0.2 0.4 0.1
0.1 0.1 0.1
0.3 0.0 0.0
-0.1 0.1 0.0
0.2 0.3 0.1
-2.0 0.2 1.2
0.9 0.4 0.4
1.0 -0.8 -1.0
0.5 0.3 -0.3
0.4 0.1 0.0
-0.2 -0.2 0.0
0.0 0.0 0.0
-0.4 0.2 -0.2
0.0 -0.1 -0.4
-0.2 0.1 0.2
0.8 -0.6 0.5
-0.2 0.4 0.9
0.8 -0.5 -1.7
0.7 0.5 1.4
-1.6 0.3 -1.1
-0.1 -0.2 -0.2
-0.1 -0.2 0.1
0.0 0.0 0.1
-0.3 0.4 0.0
-0.1 -0.2 0.2
1.0 -1.6 -1.0
-0.2 1.4 0.3
-0.8 -0.2 1.1
1.3 1.6 -0.4
-0.9 -1.9 -0.4
-0.3 -0.1 -0.1
0.1 0.2 0.0
-0.1 0.0 0.3
0.4 0.3 0.3
-0.3 0.1 0.0
-0.3 0.7 -1.2
-0.7 -1.0 0.9
1.4 -0.3 -0.6
0.2 0.8 0.7
-0.8 -0.6 0.5
0.2 0.1 0.2
0.3 0.3 0.1
-0.1 0.2 -0.6
-0.1 -0.1 0.0
0.0 -0.1 -0.1
-1.4 1.0 -2.1
0.5 0.1 1.2
-0.3 1.5 1.5
-0.9 0.5 -1.4
2.0 -2.2 2.2
0.1 0.1 -0.2
-0.5 0.1 -0.2
0.0 -0.3 -0.4
0.6 -0.3 0.0
-0.4 -0.5 -0.5
0.0 0.8 0.2
0.5 0.2 -0.9
-0.5 0.1 0.5
-0.1 0.4 0.2
0.2 -1.5 -0.6
0.0 -0.1 -0.1
-0.3 0.0 0.5
-0.1 0.1 -0.2
0.0 -0.1 0.0
0.2 0.0 0.0
-0.9 1.0 0.4
1.0 -1.0 0.8
-1.4 -0.3 -0.7
0.4 0.5 0.2
1.7 -0.5 -0.6
-0.2 0.3 -0.1
0.0 0.0 0.2
-0.3 0.0 -0.5
0.0 0.1 -0.1
-0.1 0.0 0.0
-0.9 -1.7 0.4
2.3 1.7 0.5
2.3 -1.4 0.5
-3.7 -0.7 -0.4
-0.2 1.9 -1.6
0.4 -0.3 0.6
-0.1 -0.2 0.1
0.1 0.1 0.0
-0.2 0.4 0.0
0.1 -0.1 0.0
-2.6 0.6 3.4
1.5 0.2 1.2
0.3 -0.7 -2.8
0.9 1.5 -0.1
0.8 -1.2 -2.0
-0.3 0.2 0.3
0.2 0.1 0.3
-0.2 0.2 -0.2
0.0 -0.5 -0.4
-0.5 -0.2 0.5
-1.5 -0.3 1.9
0.5 -0.8 -0.9
1.0 -0.3 -0.3
-1.4 -0.2 0.1
1.1 1.0 -1.2
0.1 -0.2 0.1
0.3 0.3 -0.1
-0.1 0.2 0.2
0.0 0.1 -0.1
0.1 0.1 0.2
0.9 -0.6 0.6
-2.9 1.2 -1.4
1.6 -1.3 1.6
-0.3 -0.2 0.7
1.1 0.9 -2.2
-0.1 0.4 -0.1
-0.3 0.0 0.4
0.1 0.3 0.2
0.0 -0.4 0.2
-0.1 -0.1 -0.1
-0.5 0.0 0.0
-0.7 0.3 -0.8
1.7 0.5 0.0
-0.1 -0.7 1.7
-0.3 0.1 -0.6
0.3 0.1 -0.1
0.0 -0.1 -0.3
0.2 0.0 0.1
-0.2 -0.4 0.1
-0.3 0.3 -0.3
0.1 0.1 -1.3
-1.5 0.5 -0.5
1.8 0.1 0.1
-0.3 -0.3 1.4
-0.7 -0.7 -0.1
0.0 -0.3 0.0
0.3 0.2 0.4
0.3 0.3 -0.2
0.1 -0.1 0.1
-0.1 0.2 0.0
0.8 2.7 -0.4
1.8 0.7 0.5
-1.0 -1.4 -0.5
0.3 -1.3 0.6
-1.8 -0.4 -0.3
0.0 0.0 -0.1
-0.2 0.4 0.1
-0.1 -0.1 -0.2
0.2 -0.1 0.3
-0.2 -0.4 0.0
0.3 1.0 -0.8
-0.4 -0.2 -0.4
-0.5 2.7 0.8
-0.2 -2.3 2.2
0.2 -0.1 -1.5
0.2 -0.2 0.0
0.1 -0.2 -0.3
0.2 0.0 0.2
-0.1 -0.1 0.0
-0.1 -0.7 -0.2
0.4 -0.7 0.9
-1.7 0.5 -1.2
0.9 -0.1 0.8
1.4 -0.5 0.4
-0.9 0.5 -0.8
-0.1 -0.3 -0.2
-0.1 -0.1 0.1
0.2 0.5 0.0
0.0 0.0 0.1
-0.1 0.1 0.0